Computed, not measured: C5H3AlCl2NO3Rh as an isolated structure at a distorted geometry, with wB97M-V/def2-TZVPD.

```
16
Properties=species:S:1:pos:R:3:forces:R:3
Rh 0.41400 0.46876 -3.59874 -2.52 4.50 4.21
Al 0.01942 2.01494 1.37240 1.44 -4.77 -0.56
Cl 0.13041 0.21342 -1.36389 -0.26 1.14 1.90
Cl -0.71773 3.88413 1.43634 -1.47 3.76 0.16
C 2.03944 1.55334 1.34875 8.79 -1.58 0.57
C 1.08219 -1.19962 -3.53336 4.70 -11.48 0.34
C 0.58355 0.55182 -5.41003 0.88 1.09 -11.57
O 3.19090 1.27879 1.41023 -8.52 1.94 -0.51
O 1.52249 -2.27617 -3.48337 -2.15 5.17 -0.30
O 0.72327 0.49860 -6.56295 -0.57 0.01 5.42
C -1.68165 -1.54520 3.29152 0.18 0.12 0.15
C -1.11457 -0.41498 2.60599 -0.68 -0.65 0.43
N -0.69213 0.51165 2.04107 -0.07 0.30 0.24
H -2.75669 -1.37372 3.49844 0.22 0.15 -0.14
H -1.16318 -1.70452 4.26003 -0.04 0.15 -0.26
H -1.57972 -2.46124 2.68756 0.06 0.15 -0.07
```
Positions in Å, forces in eV/Å.

Kohn-Sham gap (alpha / beta): 5.379 / 2.871 eV
HOMO level (alpha / beta): -22.51 / -25.61 eV
charge: +4
energy relative to the best compared isomer or geometry (same formula, charge and spin): 1.296 eV
LUMO level (alpha / beta): -17.13 / -22.74 eV
spin multiplicity: 5

Löwdin atomic charge list, values in e, 6 entries: 1.032, 0.277, 0.159, 1.109, 0.164, -0.282